1.
Formula: C7H12NS
Source: the Open Molecules 2025 dataset
Level of theory: the ωB97M-V functional and the def2-TZVPD basis

As for the highest occupied orbital energy: -12.54 eV. The calculation puts the LUMO energy at -5.65 eV. For the energy above the lowest of the compared OMol25 structures with the same formula, charge and spin, the calculation gives 388.2 kJ/mol. As for the HOMO-LUMO gap: 6.89 eV. The net charge is +1.

Geometry as XYZ:
```
21
Properties=species:S:1:pos:R:3:forces:R:3
C -4.205 1.410 0.218 3.207 -2.641 -2.866
C -3.023 -0.703 -0.252 0.562 -2.363 -1.237
C -0.335 0.020 0.025 -1.086 1.259 -1.008
C 1.547 -1.570 0.056 3.089 2.394 1.350
C 1.630 0.732 1.251 -0.415 -2.033 -0.088
C 1.700 0.561 -1.287 -0.800 0.156 -1.065
C 1.157 -0.090 0.001 -0.284 0.240 1.192
N -3.542 0.422 0.024 -1.511 2.667 1.425
S -1.346 -1.315 -0.129 -0.235 2.893 0.173
H -4.746 1.784 0.989 -1.596 1.015 2.200
H -3.665 -1.428 -0.788 0.513 0.323 0.529
H -0.719 1.129 0.026 0.218 -2.328 0.064
H 0.833 -1.990 0.654 -1.631 -1.810 1.640
H 2.509 -1.565 0.726 -1.413 -0.704 -1.960
H 1.555 -2.034 -0.906 0.529 -0.433 -0.509
H 0.922 0.627 2.119 1.230 0.299 -0.634
H 2.682 0.487 1.406 -0.226 -0.508 0.720
H 1.738 1.671 0.833 -0.510 2.561 0.022
H 2.695 0.107 -1.478 -0.367 0.948 0.191
H 1.573 1.704 -1.511 0.507 -2.180 0.966
H 1.041 0.043 -1.976 0.219 0.244 -1.104
```
Positions in Å, forces in eV/Å.

2.
Formula: C7H12NSi
Source: the Open Molecules 2025 dataset
Level of theory: the ωB97M-V functional and the def2-TZVPD basis

As for the highest occupied orbital energy (spin up / spin down): -9.28 / -11.99 eV. The calculation puts the LUMO energy (spin up / spin down) at -3.87 / -9.52 eV. Its multiplicity is 3. For the energy above the lowest of the compared OMol25 structures with the same formula, charge and spin, the calculation gives 0.0 kJ/mol. As for the HOMO-LUMO gap (spin up / spin down): 5.40 / 2.47 eV. As for the expectation value of S²: 2.0170. The net charge is +1.

Geometry as XYZ:
```
21
Properties=species:S:1:pos:R:3:forces:R:3
C -1.596 3.051 1.064 -0.447 -0.745 -0.122
C -2.591 2.220 1.529 -0.193 -1.497 -0.226
C -0.581 2.498 0.344 2.338 0.237 -1.101
C -2.650 0.859 1.210 1.055 0.847 -1.636
C -0.514 1.152 0.059 -2.591 -0.131 1.171
C -1.620 0.329 0.398 0.068 0.166 0.504
C 3.705 -1.728 -1.222 -1.285 2.139 -2.416
N 2.493 -2.493 -1.105 3.292 -3.404 1.996
Si -1.686 -1.415 -0.118 -1.689 -1.948 1.262
H -1.551 4.100 1.092 -0.537 1.174 0.781
H -3.421 2.481 2.102 -1.101 1.355 0.879
H 0.211 3.194 -0.012 -0.503 -0.762 0.238
H -3.576 0.321 1.330 0.020 -0.210 0.566
H 0.272 0.649 -0.383 1.805 -0.354 -1.204
H 3.374 -0.693 -0.920 0.948 -0.648 -0.304
H 4.001 -1.786 -2.346 -0.179 0.282 2.030
H 2.130 -2.638 -0.141 -0.827 0.984 -0.639
H 4.584 -2.016 -0.587 -0.807 -0.355 -0.055
H 2.694 -3.464 -1.464 -1.281 1.014 -0.580
H -0.914 -2.093 -1.105 0.936 0.133 -0.967
H -2.763 -2.529 0.274 0.979 1.723 -0.175
```
Positions in Å, forces in eV/Å.

3.
Formula: C7H12NiO3
Source: the Open Molecules 2025 dataset
Level of theory: the ωB97M-V functional and the def2-TZVPD basis

As for the highest occupied orbital energy (spin up / spin down): -14.85 / -14.85 eV. The calculation puts the LUMO energy (spin up / spin down) at -8.66 / -10.04 eV. Its multiplicity is 3. As for the HOMO-LUMO gap (spin up / spin down): 6.19 / 4.81 eV. As for the expectation value of S²: 2.0040. The net charge is +2.

Geometry as XYZ:
```
23
Properties=species:S:1:pos:R:3:forces:R:3
C -2.670 1.311 -0.135 2.473 -2.746 0.815
C -3.713 1.846 -0.794 -1.644 0.248 -1.234
H -2.015 -0.401 -0.118 -0.621 1.001 -0.242
H -2.527 1.494 0.932 0.460 0.531 -0.196
H -3.868 2.927 -0.832 -0.147 0.011 -0.177
H -4.366 1.225 -1.412 -0.306 0.226 0.009
H -1.975 1.995 -0.774 -0.057 0.060 1.026
O 4.716 0.665 1.485 0.265 -0.113 0.050
C 3.722 0.630 0.701 -2.566 -2.736 1.161
O 3.598 1.519 -0.194 -1.082 0.110 -1.158
O 2.816 -0.300 0.887 1.010 0.512 0.143
C 1.654 -0.288 0.050 -0.599 0.109 -0.692
C 0.816 -1.494 0.438 0.563 -1.209 0.505
C -0.325 -1.762 -0.436 -1.692 0.921 -0.411
C -1.659 -1.757 -0.032 0.665 -0.997 -0.294
Ni 5.138 2.163 0.472 2.799 2.231 0.187
H 1.963 -0.343 -1.002 -0.070 0.046 0.218
H 1.097 0.643 0.213 0.196 -0.149 -0.010
H 0.532 -1.499 1.499 0.081 0.235 -0.286
H 1.417 -2.419 0.268 0.112 0.478 0.295
H -0.118 -1.889 -1.506 -0.018 0.112 0.283
H -2.369 -2.235 -0.716 0.125 0.449 0.006
H -1.866 -2.032 1.007 0.055 0.669 0.002
```
Positions in Å, forces in eV/Å.

4.
Formula: C7H12O
Source: the Open Molecules 2025 dataset
Level of theory: the ωB97M-V functional and the def2-TZVPD basis

As for the highest occupied orbital energy: -9.07 eV. The calculation puts the LUMO energy at 0.77 eV. For the energy above the lowest of the compared OMol25 structures with the same formula, charge and spin, the calculation gives 346.9 kJ/mol. The SMILES is C#CC[C@@H](O)C(C)C. As for the HOMO-LUMO gap: 9.84 eV. The net charge is 0.

Geometry as XYZ:
```
20
Properties=species:S:1:pos:R:3:forces:R:3
C 3.845 -0.323 -0.085 -0.694 0.316 0.828
C 2.884 -0.084 0.615 -2.568 0.334 -0.121
C 1.187 0.223 0.920 6.687 -1.299 -0.082
C 0.566 -0.247 -0.309 -3.926 2.920 1.041
O 0.458 -1.607 -0.404 0.051 -0.647 -0.030
C -0.989 0.535 0.135 0.730 -1.566 -2.048
C -1.656 0.852 -1.197 -0.280 0.239 0.327
C -1.806 -0.431 0.973 -0.014 0.127 -0.118
H 4.717 -0.497 -0.655 0.286 -0.099 -0.066
H 1.204 1.297 1.067 -0.366 -0.217 0.099
H 0.983 -0.396 1.787 -0.383 0.315 0.077
H 0.937 0.238 -1.216 -0.067 -0.035 0.200
H 0.127 -1.845 -1.277 0.064 0.042 0.100
H -0.876 1.474 0.683 0.548 -0.173 -0.086
H -1.031 1.509 -1.803 0.040 -0.071 -0.077
H -2.598 1.378 -1.034 -0.157 -0.029 -0.081
H -1.878 -0.058 -1.756 0.034 -0.054 -0.089
H -1.902 -1.397 0.478 0.040 -0.045 0.024
H -2.813 -0.038 1.124 -0.030 0.041 0.036
H -1.361 -0.585 1.955 0.006 -0.098 0.067
```
Positions in Å, forces in eV/Å.

5.
Formula: C7H12O
Source: the Open Molecules 2025 dataset
Level of theory: the ωB97M-V functional and the def2-TZVPD basis

As for the highest occupied orbital energy: -7.64 eV. The calculation puts the LUMO energy at 0.65 eV. For the energy above the lowest of the compared OMol25 structures with the same formula, charge and spin, the calculation gives 264.7 kJ/mol. The SMILES is CC/C=C/C=C(/C)O. As for the HOMO-LUMO gap: 8.30 eV. The net charge is 0.

Geometry as XYZ:
```
20
Properties=species:S:1:pos:R:3:forces:R:3
C 2.849 -2.318 0.473 -1.167 -0.763 -2.696
C 2.727 -0.776 0.060 0.152 -1.031 -0.695
C 1.480 -0.172 0.706 -0.448 -1.074 -2.863
C 0.308 -0.247 0.002 1.878 0.860 0.768
C -0.953 0.241 0.444 -2.147 0.147 3.120
C -1.818 0.926 -0.319 -0.757 -1.055 0.839
C -2.933 1.730 0.394 1.839 -0.522 2.052
O -1.709 0.694 -1.665 -1.002 3.543 -1.661
H 2.128 -2.983 -0.126 1.133 1.164 -0.413
H 2.355 -2.655 1.338 0.000 0.695 2.241
H 3.828 -2.816 0.397 -0.189 0.610 0.016
H 3.704 -0.310 0.305 -0.773 0.109 0.186
H 2.618 -0.654 -1.081 0.209 -0.510 1.643
H 1.601 0.319 1.631 -0.334 0.032 1.270
H 0.308 -0.336 -1.069 0.582 -0.917 -0.374
H -1.353 0.012 1.523 1.329 0.970 -1.815
H -3.638 2.328 -0.067 -1.658 0.391 -2.117
H -2.407 2.569 0.911 -0.058 -0.869 0.182
H -3.474 1.130 1.191 0.825 0.524 -1.022
H -1.956 1.548 -2.192 0.586 -2.303 1.340
```
Positions in Å, forces in eV/Å.

6.
Formula: C7H12O
Source: the Open Molecules 2025 dataset
Level of theory: the ωB97M-V functional and the def2-TZVPD basis

As for the highest occupied orbital energy: -8.66 eV. The calculation puts the LUMO energy at 0.43 eV. For the energy above the lowest of the compared OMol25 structures with the same formula, charge and spin, the calculation gives 729.4 kJ/mol. As for the HOMO-LUMO gap: 9.10 eV. The net charge is 0.

Geometry as XYZ:
```
20
Properties=species:S:1:pos:R:3:forces:R:3
C 1.148 1.683 -0.585 -0.735 -0.466 -0.078
C 0.107 0.728 0.243 2.143 1.229 -1.660
C -1.331 1.009 0.219 -2.663 -1.143 -2.114
C -1.803 -0.156 -0.740 -1.854 -2.938 0.709
C -0.959 -1.371 -0.064 2.178 -2.526 0.526
C 0.530 -0.798 0.241 -1.247 0.298 -2.971
C 0.440 -0.016 1.422 5.428 3.502 6.332
H 0.983 1.249 -1.895 0.642 1.739 3.971
H 2.383 1.585 -0.259 -3.945 0.333 -0.935
H 0.644 2.772 -0.368 1.877 -2.399 -1.226
H -1.655 1.959 -0.165 0.234 0.610 -0.365
H -1.882 0.903 1.213 1.006 -0.084 -1.178
H -2.971 -0.391 -0.678 2.374 0.507 0.048
H -1.599 -0.201 -1.875 0.195 0.890 1.897
H -1.309 -1.777 1.009 0.085 0.974 -2.595
H -0.610 -2.318 -0.681 -1.674 1.777 0.768
H 1.876 -0.473 -1.449 -0.550 -3.691 4.511
H -0.049 -0.238 2.422 -0.349 0.180 -1.892
H 1.306 0.837 1.824 -0.964 -3.397 -0.726
O 1.761 -1.297 -0.440 -2.183 4.604 -3.023
```
Positions in Å, forces in eV/Å.

no.,M (g/mol)
1,142.25
2,138.27
3,202.86
4,112.17
5,112.17
6,112.17